ORCA calculation (wB97M-V/def2-TZVPD) on 4 unconnected molecules or ions with the total composition C10H23N4O5.

Geometry as ORCA input:
```
! RIJCOSX wB97M-V def2-TZVPD def2/J DEFGRID3
* xyz -1 1
N -2.45862 1.62128 2.49483
C -1.40105 0.60580 2.27141
O -0.74338 0.78183 1.22866
O -1.29429 -0.31562 3.11306
H -2.61047 1.68229 3.49580
H -3.30447 1.21410 2.10936
C -1.78793 -1.71386 -1.26311
C -2.60493 -0.57399 -1.80766
O -3.48978 -0.02892 -1.17149
N -2.32674 -0.14483 -3.07858
C -1.32523 -0.65917 -3.98638
H -2.11594 -1.92617 -0.25039
H -1.92219 -2.60931 -1.87602
H -0.74090 -1.44683 -1.23165
H -2.90275 0.62365 -3.37934
H -0.61599 0.12893 -4.25220
H -1.79642 -1.02011 -4.90568
H -0.77908 -1.47630 -3.52650
C 1.34933 6.14155 1.65882
C 0.52462 5.04472 2.30777
O 0.26621 5.07996 3.50513
N 0.09868 4.04695 1.50968
C 0.32566 3.87604 0.09108
H 1.61585 6.86655 2.42251
H 2.26381 5.73319 1.22655
H 0.77717 6.64584 0.87884
H -0.45174 3.32930 1.97558
H -0.63778 3.84127 -0.41923
H 0.83647 2.92687 -0.07327
H 0.92100 4.68557 -0.32284
C 3.20034 -3.50759 -0.62044
C 1.70500 -3.56602 -0.40545
O 0.95116 -2.72940 -0.86460
N 1.21733 -4.59537 0.33941
C 1.94761 -5.67366 0.97124
H 3.42279 -2.63313 -1.22330
H 3.72303 -3.41859 0.33243
H 3.55180 -4.39778 -1.14499
H 0.21623 -4.56507 0.45312
H 1.59991 -6.63671 0.59009
H 1.78451 -5.65231 2.05047
H 3.01115 -5.58493 0.77733
*
```

The value obtained for the orbital gap is 6.283 eV. As for the calculated total energy: -990.1656 hartree. As for the highest occupied orbital energy: -3.72 eV.

---

ORCA calculation (wB97M-V/def2-TZVPD) on C10H23NO3S in the gas phase.

Geometry as ORCA input:
```
! RIJCOSX wB97M-V def2-TZVPD def2/J DEFGRID3
* xyz 0 1
C -3.55498 -2.46062 -0.83704
C -2.30780 -3.03085 -1.55754
C -1.02426 -2.53927 -0.98331
C -0.69897 -3.02632 0.49496
C 0.69522 -2.57145 0.88389
C 0.77565 -1.16961 1.64271
C 0.12478 -0.00071 0.88263
C 0.95129 0.52031 -0.24676
C 0.28960 1.76966 -0.92504
C 0.10821 2.97548 0.09475
O 1.41217 3.32308 0.76206
S 2.50527 4.13054 -0.16942
N 3.10901 5.11080 1.02876
O 3.53925 3.14049 -0.46315
O 1.92638 4.93237 -1.24941
H -4.47257 -2.60132 -1.52428
H -3.69065 -3.07011 0.09409
H -3.44162 -1.31556 -0.73155
H -2.29289 -2.66998 -2.58217
H -2.36335 -4.17196 -1.73445
H -0.18643 -2.85660 -1.54732
H -1.08243 -1.41991 -0.99371
H -0.84854 -4.11777 0.73863
H -1.45811 -2.60646 1.17713
H 1.25271 -2.56264 -0.06907
H 1.29931 -3.28580 1.51364
H 0.24215 -1.39584 2.61357
H 1.85667 -0.90189 1.81129
H -0.18146 0.84368 1.61431
H -0.87594 -0.28513 0.51508
H 1.24397 -0.22590 -1.05343
H 1.87107 0.90048 0.28782
H 0.81691 2.00212 -1.80971
H -0.76724 1.51741 -1.15333
H -0.57774 2.82050 0.86069
H -0.20727 3.83192 -0.52118
H 2.49920 5.83282 1.27642
H 3.51342 4.63403 1.85943
*
```

As for the SMILES: CCCCCCCCCCOS(N)(=O)=O. The value obtained for the orbital gap is 10.965 eV. As for the calculated total energy: -1073.4241 hartree. As for the highest occupied orbital energy: -10.49 eV. The energy relative to the best compared isomer or geometry (same formula, charge and spin) comes out at 1.5 kcal per mole.

---

ORCA calculation (wB97M-V/def2-TZVPD) on 2 unconnected molecules or ions with the total composition C10H23NP.

Geometry as ORCA input:
```
! RIJCOSX wB97M-V def2-TZVPD def2/J DEFGRID3
* xyz 1 1
C 1.09118 3.68678 -2.20206
C 0.27653 3.12983 -1.37217
C -1.41934 -0.66557 2.17835
C 0.90836 -1.51609 2.25131
C 1.77324 0.96488 0.55134
C 0.11028 -2.68034 -1.42909
C -2.65679 0.68337 -1.55719
C 0.03326 -0.20966 2.07264
C 0.33237 0.39260 0.68889
C -0.12852 -0.50643 -0.45993
N 0.91628 -1.54870 -0.78796
P -0.81432 0.60292 -2.02755
H 1.76572 4.54514 -1.96261
H 1.16111 3.34694 -3.28399
H 0.02320 3.30803 -0.33914
H -1.83141 -1.59544 1.75710
H -1.74460 -0.94221 3.16308
H -2.01552 0.09492 1.74792
H 1.02465 -1.77753 3.26097
H 0.16109 -2.20446 1.76827
H 1.89425 -1.43160 1.88317
H 2.44530 0.19128 0.13331
H 2.23926 1.50337 1.41774
H 1.74920 1.62787 -0.24200
H -0.52147 -2.17114 -2.13534
H 0.71410 -3.43868 -1.80889
H -0.45497 -3.20307 -0.69859
H -2.85990 1.38933 -0.80023
H -2.86454 -0.42369 -1.39170
H -3.02817 1.07864 -2.45577
H 0.23161 0.48357 2.88191
H -0.41534 1.24808 0.62026
H -0.98612 -1.02275 -0.02064
H 1.42678 -1.76287 0.06977
H 1.46323 -1.17732 -1.47116
*
```

The value obtained for the orbital gap (spin up / spin down) is 7.714 / 8.086 eV. As for the calculated total energy: -790.4805 hartree. As for the highest occupied orbital energy (spin up / spin down): -11.70 / -11.60 eV. The energy relative to the best compared isomer or geometry (same formula, charge and spin) comes out at 110.9 kcal per mole.

---

Question: calculated total energy of number 3 (C10H23NP)?
Answer: -790.4805 hartree

---

Question: What is the calculated total energy in the third record?
Answer: -790.4805 hartree